# 1
{
  "formula": "CH5NP2",
  "method": "the ωB97M-V functional and the def2-TZVPD basis",
  "orbital_gap_ev": [6.495, 6.495],
  "lumo_energy_ev": [-0.9, -0.9],
  "e_above_lowest_ev": 1.120,
  "species": ["C", "N", "P", "P", "H", "H", "H", "H", "H"],
  "positions_angstrom": [[-1.658, -0.131, 0.786], [1.790, -0.133, -1.359], [1.770, 0.447, 0.071], [1.637, -0.898, -2.652], [-2.338, -0.411, -0.025], [-1.493, -0.967, 1.414], [-0.748, 0.203, 0.360], [3.115, 1.227, -0.002], [-2.076, 0.663, 1.408]],
  "mulliken_charge": [-0.636, 0.179, -0.135, -0.072, 0.250, 0.265, -0.151, 0.052, 0.248]
}

---

# 2
{
  "formula": "C23H42BN9O3S",
  "method": "the ωB97M-V functional and the def2-TZVPD basis",
  "orbital_gap_ev": 9.175,
  "lumo_energy_ev": -0.1,
  "smiles": "COB(O)[C@@H](N)COCCCCS.CC#N.CC#N.CC#N.CC#N.CC#N.CC#N.CC#N.CC#N",
  "species": ["C", "O", "B", "O", "C", "N", "C", "O", "C", "C", "C", "C", "S", "H", "H", "H", "H", "H", "H", "H", "H", "H", "H", "H", "H", "H", "H", "H", "H", "H", "H", "C", "C", "N", "H", "H", "H", "C", "C", "N", "H", "H", "H", "C", "C", "N", "H", "H", "H", "C", "C", "N", "H", "H", "H", "C", "C", "N", "H", "H", "H", "C", "C", "N", "H", "H", "H", "C", "C", "N", "H", "H", "H", "C", "C", "N", "H", "H", "H"],
  "positions_angstrom": [[-0.140, -1.887, -3.277], [0.380, -0.651, -2.786], [-0.532, 0.061, -2.008], [-0.704, -0.309, -0.698], [-1.236, 1.347, -2.640], [-1.657, 1.152, -4.035], [-2.360, 1.973, -1.736], [-3.585, 2.190, -2.384], [-4.520, 1.127, -2.257], [-5.031, 0.635, -3.616], [-4.573, -0.771, -4.021], [-5.385, -1.931, -3.439], [-4.939, -2.486, -1.767], [-0.222, -1.843, -4.367], [-1.131, -2.120, -2.863], [0.535, -2.699, -2.997], [-1.594, -0.529, -0.406], [-0.430, 2.101, -2.657], [-1.613, 0.188, -4.329], [-1.109, 1.691, -4.686], [-2.527, 1.348, -0.850], [-2.019, 2.944, -1.363], [-4.046, 0.301, -1.709], [-5.351, 1.491, -1.641], [-4.644, 1.348, -4.351], [-6.126, 0.681, -3.644], [-4.621, -0.853, -5.114], [-3.522, -0.901, -3.745], [-6.457, -1.720, -3.489], [-5.217, -2.834, -4.036], [-5.263, -1.368, -1.105], [0.026, -1.284, 3.164], [-1.180, -1.219, 2.354], [-2.132, -1.167, 1.717], [0.876, -0.921, 2.589], [-0.071, -0.672, 4.058], [0.226, -2.308, 3.471], [-1.445, -4.521, 5.957], [-0.200, -3.763, 5.935], [0.766, -3.145, 5.916], [-1.940, -4.386, 6.917], [-2.106, -4.168, 5.166], [-1.242, -5.579, 5.804], [2.162, 1.531, -4.207], [2.501, 2.102, -5.502], [2.770, 2.544, -6.526], [1.404, 0.754, -4.302], [3.039, 1.078, -3.748], [1.776, 2.304, -3.543], [3.549, 0.381, 4.227], [2.274, 1.040, 4.475], [1.267, 1.551, 4.680], [3.389, -0.686, 4.076], [4.024, 0.814, 3.346], [4.207, 0.519, 5.083], [4.624, 2.025, -1.240], [4.683, 2.086, 0.215], [4.713, 2.132, 1.361], [5.616, 1.854, -1.655], [3.970, 1.207, -1.539], [4.233, 2.959, -1.641], [0.513, 1.578, 7.965], [0.037, 0.415, 8.703], [-0.340, -0.513, 9.263], [1.506, 1.864, 8.309], [0.566, 1.353, 6.902], [-0.159, 2.423, 8.108], [2.847, -4.114, 8.290], [4.181, -4.232, 8.866], [5.234, -4.326, 9.311], [2.498, -5.088, 7.951], [2.148, -3.726, 9.030], [2.854, -3.436, 7.440], [2.927, 4.523, -9.379], [2.138, 4.482, -10.603], [1.515, 4.450, -11.566], [2.798, 5.484, -8.884], [2.619, 3.736, -8.693], [3.982, 4.386, -9.609]],
  "mulliken_charge": [-0.753, -0.333, 0.232, -0.335, 0.507, -0.370, -1.026, -0.457, -0.018, -0.725, -0.049, -0.789, -0.192, 0.295, 0.277, 0.289, 0.230, 0.052, 0.135, 0.260, 0.326, 0.363, -0.119, 0.265, 0.382, 0.422, 0.397, -0.197, 0.359, 0.374, 0.134, -0.478, 0.349, -0.528, 0.272, 0.144, 0.203, -0.830, 0.401, -0.385, 0.294, 0.287, 0.284, -0.255, 0.319, -0.412, -0.081, 0.227, 0.163, -0.590, 0.488, -0.572, 0.266, 0.145, 0.318, -0.567, 0.308, -0.409, 0.337, 0.024, 0.276, -0.333, 0.304, -0.400, 0.251, -0.068, 0.268, -0.555, 0.204, -0.359, 0.250, 0.278, 0.168, -0.531, 0.294, -0.365, 0.251, 0.155, 0.251]
}

---

What did the first record say?
{
  "formula": "CH5NP2",
  "method": "the ωB97M-V functional and the def2-TZVPD basis",
  "orbital_gap_ev": [6.495, 6.495],
  "lumo_energy_ev": [-0.9, -0.9],
  "e_above_lowest_ev": 1.120,
  "species": ["C", "N", "P", "P", "H", "H", "H", "H", "H"],
  "positions_angstrom": [[-1.658, -0.131, 0.786], [1.790, -0.133, -1.359], [1.770, 0.447, 0.071], [1.637, -0.898, -2.652], [-2.338, -0.411, -0.025], [-1.493, -0.967, 1.414], [-0.748, 0.203, 0.360], [3.115, 1.227, -0.002], [-2.076, 0.663, 1.408]],
  "mulliken_charge": [-0.636, 0.179, -0.135, -0.072, 0.250, 0.265, -0.151, 0.052, 0.248]
}